Record 1
# C8H8N4

A single C8H8N4 molecule (ωB97M-V with the def2-TZVPD basis set, the Open Molecules 2025 dataset).

Each atom is followed by the atoms it is bonded to, with distances in Å.
Positions of all 20 atoms, in Å:
1 C -2.301 -0.818 0.503  C2 1.443, N12 1.362, H13 1.039
2 C -0.936 -0.435 0.234  C1 1.443, C3 1.443, C7 1.416
3 C -1.088 0.909 -0.269  C2 1.443, C4 1.327, N9 1.327
4 C -0.206 1.876 -0.493  C3 1.327, N10 1.287, H14 1.116
5 C 2.421 -0.496 -0.435  C6 1.495, N11 1.260, H15 1.140
6 C 1.385 -1.572 -0.373  C5 1.495, C7 1.498, H16 1.103, H17 1.140
7 C 0.095 -1.396 0.368  C2 1.416, C6 1.498, H18 1.061
8 C 1.811 1.551 0.696  N10 1.311, N11 1.292, H19 1.055
9 N -2.368 1.247 -0.351  C3 1.327, N12 1.332
10 N 0.841 2.249 0.156  C4 1.287, C8 1.311
11 N 2.514 0.624 0.133  C5 1.260, C8 1.292
12 N -3.086 0.205 0.064  C1 1.362, N9 1.332, H20 1.081
13 H -2.639 -1.691 0.953  C1 1.039
14 H -0.871 2.653 -0.938  C4 1.116
15 H 3.256 -0.604 -1.205  C5 1.140
16 H 1.357 -1.843 -1.442  C6 1.103
17 H 1.999 -2.472 -0.040  C6 1.140
18 H -0.127 -2.329 0.820  C7 1.061
19 H 2.083 1.913 1.648  C8 1.055
20 H -4.140 0.430 -0.031  N12 1.081

Output
E_HOMO (alpha / beta) (eV): -6.6 / -5.9
Energy above the lowest of the compared OMol25 structures with the same formula, charge and spin (kcal/mol): 135.18
DFT total energy (eV): -14380.5760
Gap between HOMO and LUMO (alpha / beta) (eV): 6.860 / 6.009
Lowest unoccupied orbital energy (alpha / beta) (eV): 0.2 / 0.1

=====

Record 2
# C11H10N2O

A 2-piece molecular cluster, C11H10N2O overall (ωB97M-V with the def2-TZVPD basis set, the Open Molecules 2025 dataset).

Each atom is followed by the atoms it is bonded to, with distances in Å.
Positions of all 24 atoms, in Å:
1 N -2.510 -0.654 -0.867  C2 1.166
2 C -1.761 -0.423 -0.004  N1 1.166, C3 1.376
3 C -0.911 -0.288 1.069  C2 1.376, C4 1.383, C8 1.409
4 C -0.083 -1.274 1.573  C3 1.383, C5 1.394, H10 1.051
5 C 0.571 -1.144 2.797  C4 1.394, C6 1.372, H11 1.151
6 C 0.639 0.085 3.403  C5 1.372, C7 1.430, H12 1.045
7 C -0.057 1.186 2.813  C6 1.430, C8 1.379, H13 1.083
8 C -0.767 0.988 1.647  C3 1.409, C7 1.379, O9 1.380
9 O -1.447 2.084 1.155  C8 1.380, H14 0.999
10 H -0.155 -2.182 1.048  C4 1.051
11 H 1.206 -2.036 3.151  C5 1.151
12 H 1.108 0.228 4.326  C6 1.045
13 H -0.019 2.147 3.311  C7 1.083
14 H -1.222 1.995 0.185  O9 0.999
15 C 0.014 -0.143 -3.593  C16 1.331, C19 1.396, H20 1.015
16 C 0.939 -0.861 -2.961  C15 1.331, C17 1.491, H21 1.047
17 C 1.149 -0.280 -1.604  C16 1.491, N18 1.435, H22 1.131, H23 1.135
18 N 0.418 0.955 -1.639  C17 1.435, C19 1.287
19 C -0.273 0.911 -2.724  C15 1.396, N18 1.287, H24 1.156
20 H -0.302 -0.213 -4.556  C15 1.015
21 H 1.326 -1.762 -3.328  C16 1.047
22 H 2.266 -0.133 -1.517  C17 1.131
23 H 0.813 -1.026 -0.817  C17 1.135
24 H -0.943 1.842 -2.869  C19 1.156

Output
E_HOMO (eV): -9.3
Energy above the lowest of the compared OMol25 structures with the same formula, charge and spin (kcal/mol): 46.48
DFT total energy (eV): -16594.5671
Gap between HOMO and LUMO (eV): 9.407
Lowest unoccupied orbital energy (eV): 0.1
SMILES: N#Cc1ccccc1O.C1=CCN=C1

=====

Record 3
# C16H19N4O7P

A 3-piece molecular cluster, C16H19N4O7P overall (ωB97M-V with the def2-TZVPD basis set, the Open Molecules 2025 dataset).

Each atom is followed by the atoms it is bonded to, with distances in Å.
Positions of all 47 atoms, in Å:
1 N 1.171 -6.090 -1.840  P2 1.597, H11 1.039
2 P 1.176 -4.494 -1.784  N1 1.597, O3 1.712, O4 1.712, C5 1.879
3 O 2.150 -4.066 -0.444  P2 1.712, H12 0.980
4 O 1.839 -3.768 -3.185  P2 1.712, H13 0.987
5 C -0.565 -3.883 -1.428  P2 1.879, C6 1.584, C10 1.620, H14 1.139
6 C -1.741 -4.084 -2.471  C5 1.584, N7 1.524, H15 1.130, H16 1.133
7 N -2.808 -3.184 -1.861  C6 1.524, C8 1.480, H17 1.033
8 C -2.257 -2.267 -0.838  N7 1.480, O9 1.235, C10 1.615
9 O -2.836 -1.685 0.085  C8 1.235
10 C -0.697 -2.278 -1.253  C5 1.620, C8 1.615, H18 1.148, H19 1.140
11 H 1.787 -6.448 -1.084  N1 1.039
12 H 2.104 -3.094 -0.328  O3 0.980
13 H 2.254 -2.905 -2.945  O4 0.987
14 H -0.912 -4.331 -0.440  C5 1.139
15 H -2.249 -5.089 -2.574  C6 1.130
16 H -1.538 -3.604 -3.477  C6 1.133
17 H -3.508 -3.807 -1.425  N7 1.033
18 H -0.750 -1.717 -2.254  C10 1.148
19 H 0.009 -1.820 -0.485  C10 1.140
20 O 3.140 -0.648 -0.851  N21 1.224
21 N 3.326 -0.913 0.329  O20 1.224, O22 1.221, C23 1.463
22 O 3.749 -1.985 0.734  N21 1.221
23 C 3.012 0.116 1.320  N21 1.463, C24 1.393, C28 1.393
24 C 2.488 1.336 0.898  C23 1.393, C25 1.389, H29 1.084
25 C 2.167 2.302 1.844  C24 1.389, C26 1.392, H30 1.085
26 C 2.374 2.049 3.196  C25 1.392, C27 1.392, H31 1.085
27 C 2.908 0.832 3.609  C26 1.392, C28 1.390, H32 1.084
28 C 3.229 -0.141 2.671  C23 1.393, C27 1.390, H33 1.084
29 H 2.321 1.545 -0.152  C24 1.084
30 H 1.750 3.252 1.525  C25 1.085
31 H 2.117 2.804 3.932  C26 1.085
32 H 3.071 0.641 4.664  C27 1.084
33 H 3.641 -1.087 3.004  C28 1.084
34 O -0.202 6.402 0.816  N35 1.218
35 N -0.210 5.224 0.504  O34 1.218, O36 1.223, C37 1.464
36 O 0.794 4.553 0.310  N35 1.223
37 C -1.509 4.567 0.347  N35 1.464, C38 1.392, C42 1.393
38 C -2.677 5.304 0.522  C37 1.392, C39 1.390, H43 1.084
39 C -3.908 4.681 0.349  C38 1.390, C40 1.392, H44 1.084
40 C -3.964 3.333 0.008  C39 1.392, C41 1.391, H45 1.085
41 C -2.793 2.600 -0.156  C40 1.391, C42 1.390, H46 1.085
42 C -1.559 3.216 0.013  C37 1.393, C41 1.390, H47 1.084
43 H -2.646 6.354 0.788  C38 1.084
44 H -4.824 5.247 0.477  C39 1.084
45 H -4.927 2.851 -0.132  C40 1.085
46 H -2.843 1.549 -0.418  C41 1.085
47 H -0.653 2.635 -0.120  C42 1.084

Output
E_HOMO (eV): -8.7
DFT total energy (eV): -46476.4554
Gap between HOMO and LUMO (eV): 7.660
Lowest unoccupied orbital energy (eV): -1.1
SMILES: N=P(O)(O)[C@@H]1CNC(=O)C1.O=[N+]([O-])c1ccccc1.O=[N+]([O-])c1ccccc1

=====

Record 4
# C16H48N6O8

A 8-piece molecular cluster, C16H48N6O8 overall (ωB97M-V with the def2-TZVPD basis set, the Open Molecules 2025 dataset).

Each atom is followed by the atoms it is bonded to, with distances in Å.
Positions of all 78 atoms, in Å:
1 N -13.310 20.708 -6.393  C2 1.342, H5 1.062, H6 1.018
2 C -14.456 20.752 -7.089  N1 1.342, N3 1.298, O4 1.371
3 N -14.985 19.570 -7.182  C2 1.298, H7 1.051, H8 1.004
4 O -15.001 21.921 -7.553  C2 1.371
5 H -12.714 21.585 -6.339  N1 1.062
6 H -12.747 19.918 -6.086  N1 1.018
7 H -15.914 19.574 -7.673  N3 1.051
8 H -14.681 18.725 -6.732  N3 1.004
9 N -13.627 23.678 -5.848  C10 1.302, H13 1.042, H14 1.033
10 C -13.995 23.550 -4.606  N9 1.302, N11 1.292, O12 1.425
11 N -14.323 22.325 -4.359  C10 1.292, H15 1.034, H16 1.030
12 O -13.925 24.661 -3.717  C10 1.425
13 H -13.213 24.587 -6.145  N9 1.042
14 H -13.927 23.043 -6.605  N9 1.033
15 H -14.581 22.111 -3.381  N11 1.034
16 H -14.156 21.562 -5.031  N11 1.030
17 N -9.160 21.269 -7.823  C18 1.287, H21 1.035, H22 1.032
18 C -9.791 21.418 -6.711  N17 1.287, N19 1.298, O20 1.331
19 N -9.397 20.505 -5.876  C18 1.298, H23 1.051, H24 1.014
20 O -10.767 22.311 -6.563  C18 1.331
21 H -9.519 21.794 -8.640  N17 1.035
22 H -8.235 20.815 -7.878  N17 1.032
23 H -9.834 20.539 -4.921  N19 1.051
24 H -8.592 19.888 -5.898  N19 1.014
25 C -9.638 23.476 -12.232  C26 1.519, H29 1.105, H30 1.119, H31 1.066
26 C -9.609 22.233 -11.359  C25 1.519, C27 1.537, O28 1.263, H32 1.076
27 C -8.147 21.875 -11.047  C26 1.537, H33 1.088, H34 1.047, H35 1.115
28 O -9.998 22.353 -10.163  C26 1.263, H36 0.967
29 H -10.679 23.823 -12.360  C25 1.105
30 H -9.196 23.295 -13.244  C25 1.119
31 H -9.086 24.312 -11.868  C25 1.066
32 H -10.070 21.360 -11.788  C26 1.076
33 H -8.064 21.128 -10.260  C27 1.088
34 H -7.463 22.597 -10.720  C27 1.047
35 H -7.705 21.437 -11.972  C27 1.115
36 H -10.961 22.432 -10.211  O28 0.967
37 C -14.737 21.210 -10.985  C38 1.531, H41 1.087, H42 1.121, H43 1.163
38 C -13.340 21.491 -10.426  C37 1.531, C39 1.563, O40 1.281, H44 1.105
39 C -12.634 20.223 -9.845  C38 1.563, H45 1.092, H46 1.068, H47 1.074
40 O -12.546 22.059 -11.256  C38 1.281, H48 0.981
41 H -14.742 20.475 -11.786  C37 1.087
42 H -15.166 22.173 -11.367  C37 1.121
43 H -15.424 20.764 -10.160  C37 1.163
44 H -13.466 22.183 -9.574  C38 1.105
45 H -11.691 20.497 -9.367  C39 1.092
46 H -12.489 19.554 -10.665  C39 1.068
47 H -13.150 19.726 -9.045  C39 1.074
48 H -12.725 21.675 -12.141  O40 0.981
49 C -9.102 26.294 -9.376  C50 1.500, H53 1.097, H54 1.127, H55 1.075
50 C -7.984 25.308 -9.211  C49 1.500, C51 1.567, O52 1.253, H56 1.096
51 C -6.881 25.348 -10.324  C50 1.567, H57 1.070, H58 1.133, H59 1.065
52 O -7.403 25.519 -8.121  C50 1.253, H60 1.017
53 H -9.741 26.248 -8.485  C49 1.097
54 H -9.672 26.019 -10.308  C49 1.127
55 H -8.716 27.265 -9.630  C49 1.075
56 H -8.351 24.276 -9.253  C50 1.096
57 H -6.528 26.353 -10.424  C51 1.070
58 H -7.244 24.923 -11.310  C51 1.133
59 H -6.005 24.800 -10.067  C51 1.065
60 H -8.041 25.166 -7.412  O52 1.017
61 C -9.183 26.608 -4.912  C62 1.515, H65 1.064, H66 1.128, H67 1.119
62 C -9.270 25.122 -5.194  C61 1.515, C63 1.495, O64 1.244, H68 1.129
63 C -10.342 24.605 -4.289  C62 1.495, H69 1.089, H70 1.061, H71 1.121
64 O -9.499 24.747 -6.358  C62 1.244, H72 0.943
65 H -10.034 27.107 -5.311  C61 1.064
66 H -8.340 26.999 -5.551  C61 1.128
67 H -9.061 26.953 -3.854  C61 1.119
68 H -8.257 24.715 -4.908  C62 1.129
69 H -11.259 25.192 -4.266  C63 1.089
70 H -9.993 24.689 -3.291  C63 1.061
71 H -10.608 23.516 -4.277  C63 1.121
72 H -9.906 23.902 -6.257  O64 0.943
73 C -12.146 24.400 -8.789  O74 1.339, H75 1.115, H76 1.091, H77 1.112
74 O -12.038 25.259 -7.768  C73 1.339, H78 0.947
75 H -11.259 24.489 -9.458  C73 1.115
76 H -13.116 24.437 -9.287  C73 1.091
77 H -12.098 23.412 -8.282  C73 1.112
78 H -11.175 25.122 -7.402  O74 0.947

Output
E_HOMO (eV): -8.0
Energy above the lowest of the compared OMol25 structures with the same formula, charge and spin (kcal/mol): 139.05
DFT total energy (eV): -42687.1391
Gap between HOMO and LUMO (eV): 7.879
Lowest unoccupied orbital energy (eV): -0.2
SMILES: NC(N)=O.NC(N)=O.NC(N)=O.CC(C)O.CC(C)O.CC(C)O.CC(C)O.CO